No. 1
Formula: C7H16
Source: the OMol25 dataset
Level of theory: wB97M-V/def2-TZVPD

ORCA input file:
```
! wB97M-V def2-TZVPD RIJCOSX def2/J DEFGRID3
* xyz 0 1
C -0.39211 -0.88155 1.25729
C 1.77907 0.07270 2.07409
C -0.99518 1.85207 -0.02396
C 0.44847 0.25520 1.40514
C 0.34122 1.22385 0.36539
H 1.14741 1.95853 0.35261
H -1.45355 -0.71499 1.08363
H -0.02955 -1.13107 0.08630
H 2.24588 1.02747 2.32007
H 1.69481 -0.52051 2.98575
H 2.46433 -0.46314 1.39992
H -0.21687 -1.72406 1.92180
H -1.79982 1.11933 -0.06369
H -1.27678 2.62777 0.69171
H -0.92637 2.31528 -1.01012
C -1.10573 -1.00395 -2.15880
C 0.29117 -0.97867 -1.56157
H -1.12985 -1.49942 -3.13734
H -1.81304 -1.53461 -1.51440
H 0.71565 -1.97786 -1.44846
H 0.98567 -0.40689 -2.17916
H 0.52336 0.37930 -0.54385
H -1.49819 0.00521 -2.30237
*
```

The calculation puts the HOMO-LUMO gap at 8.09 eV. Its electronic energy is -276.16135 Ha. For the relative energy (zero: lowest compared OMol25 entry of this formula, charge and spin), the calculation gives 401.82 kJ/mol. The strongest force on any atom comes out at 0.58 eV/A.

No. 2
Formula: C7H16Ag2F6NO11S2V
Source: the OMol25 dataset
Level of theory: wB97M-V/def2-TZVPD

ORCA input file:
```
! wB97M-V def2-TZVPD RIJCOSX def2/J DEFGRID3
* xyz 1 4
V 28.48961 -11.60330 20.00993
N 25.09343 -12.57345 15.18932
H 25.62190 -12.96041 16.09891
H 25.76819 -12.57782 14.42782
H 24.67095 -11.68317 15.42969
H 24.33537 -13.22956 14.97579
Ag 28.22443 -15.31852 17.59013
Ag 26.10989 -9.75624 17.07904
C 32.43708 -14.16232 20.26777
F 32.56342 -13.65944 21.49326
F 33.20342 -13.45618 19.43055
F 32.83746 -15.41744 20.25258
S 30.69043 -14.01459 19.68475
O 29.97285 -15.15184 20.19931
O 30.23264 -12.73850 20.26099
O 30.78895 -14.00132 18.24612
C 25.28709 -8.60239 21.52242
F 24.52968 -7.55041 21.27347
F 25.67755 -8.54874 22.79628
F 24.59302 -9.71896 21.31554
S 26.74816 -8.54444 20.40564
O 27.45455 -9.80417 20.65559
O 26.15170 -8.49745 19.06495
O 27.44686 -7.37218 20.77783
C 27.15207 -12.82068 18.10490
O 27.97459 -13.40077 18.89579
O 26.93166 -11.55803 18.37770
O 26.62603 -13.49577 17.13443
C 23.28845 -14.29244 18.96936
C 23.68931 -15.74006 18.63378
O 24.65734 -15.77994 17.58895
H 22.69375 -14.22437 19.87767
H 22.68361 -13.90733 18.14243
H 24.16947 -13.64426 19.04928
H 22.76155 -16.20064 18.29520
H 24.04861 -16.25356 19.52854
H 25.19839 -14.98854 17.68674
C 25.06529 -12.42074 22.76834
C 25.73042 -12.64779 21.43024
O 27.15206 -12.49285 21.55263
H 23.97589 -12.37385 22.68400
H 25.35139 -11.45131 23.17423
H 25.28762 -13.21267 23.48477
H 25.35965 -11.95195 20.68027
H 25.46078 -13.63595 21.03795
H 27.47832 -13.13607 22.19353
*
```

The expectation value of S² is 3.753. The calculation puts the HOMO-LUMO gap (alpha / beta) at 5.72 / 7.44 eV. Its electronic energy is -3792.06977 Ha. The strongest force on any atom comes out at 1.66 eV/A.

No. 3
Formula: C7H16BF2NO6S
Source: the OMol25 dataset
Level of theory: wB97M-V/def2-TZVPD

ORCA input file:
```
! wB97M-V def2-TZVPD RIJCOSX def2/J DEFGRID3
* xyz 0 1
C 2.93153 2.84516 -1.66105
C 1.47014 2.97852 -2.09935
C 0.60817 1.96684 -1.38026
F 0.54773 2.27177 -0.03264
N -0.74055 1.93414 -1.94141
B -1.64347 3.16047 -1.71846
O -1.89442 3.93229 -2.81968
O -2.04075 3.50719 -0.46620
S -1.58611 0.58021 -1.73630
O -2.95519 0.96042 -1.60700
O -0.97136 -0.34594 -0.86005
F -1.46653 -0.05091 -3.16494
H 3.40393 2.02588 -2.20224
H 2.99957 2.60300 -0.60054
H 3.48852 3.76134 -1.83514
H 1.09239 3.98838 -1.93461
H 1.39626 2.73342 -3.15892
H 1.04744 0.97219 -1.46055
H -2.75279 3.77135 -3.22865
H -2.77798 2.99019 -0.11819
C -1.61866 -2.93024 1.88490
C -0.24481 -2.31158 1.73768
O 0.44244 -2.21358 2.99198
C 1.14784 -3.23267 3.52140
C 1.06020 -4.60880 2.89876
O 1.79416 -3.03024 4.51126
H -1.56455 -3.95787 2.24559
H -2.13289 -2.92929 0.92362
H -2.21051 -2.35755 2.59871
H 0.36783 -2.83926 1.00568
H -0.33615 -1.28557 1.39167
H 0.30320 -5.17768 3.43780
H 2.02069 -5.09800 3.03633
H 0.81466 -4.61355 1.84078
*
```

The calculation puts the HOMO-LUMO gap at 10.25 eV. Its electronic energy is -1405.40486 Ha. The strongest force on any atom comes out at 0.88 eV/A.

No. 4
Formula: C7H16BI2NO4PSr
Source: the OMol25 dataset
Level of theory: wB97M-V/def2-TZVPD

ORCA input file:
```
! wB97M-V def2-TZVPD RIJCOSX def2/J DEFGRID3
* xyz 1 1
C -2.05035 1.46542 4.48001
C -2.15919 0.95217 2.98563
I -3.35166 -0.86913 2.69944
C -1.53284 1.55907 1.87033
I -0.31932 3.36750 2.29715
C -1.65756 0.96519 0.36132
O -1.10745 -0.37373 0.13172
P 0.62184 -0.21278 -0.14651
B 0.66845 -1.08645 -1.87303
O -0.27497 -0.65660 -2.92102
N 1.62781 -2.16635 -2.27016
C 1.47162 -3.40751 -1.46253
C 3.04047 -1.69051 -2.33520
O 0.43027 1.45034 -0.76842
C -0.97775 1.82202 -0.85740
O -1.33917 3.23113 -1.02349
H -1.23856 0.89978 5.06229
H -3.03223 1.18454 5.00625
H -1.94372 2.58756 4.59435
H -2.77790 0.75231 0.22836
H 0.66662 -1.55827 0.43251
H 2.07026 -0.22281 -0.11967
H 0.77014 0.18893 1.25458
H 0.27673 -0.09468 -3.51636
H 1.94904 -3.34880 -0.42330
H 2.05582 -4.23092 -2.01541
H 0.39181 -3.75518 -1.40988
H 3.13222 -0.58987 -2.06836
H 3.36996 -1.78821 -3.43511
H 3.74421 -2.36548 -1.74082
H -1.50673 1.34166 -1.75851
H -2.31760 3.24071 -0.90133
Sr 1.29971 3.40893 -0.35743
*
```

The calculation puts the HOMO-LUMO gap at 4.91 eV. Its electronic energy is -1623.96319 Ha. The strongest force on any atom comes out at 6.30 eV/A.

No. 5
Formula: C7H16Br2N4O5P
Source: the OMol25 dataset
Level of theory: wB97M-V/def2-TZVPD

ORCA input file:
```
! wB97M-V def2-TZVPD RIJCOSX def2/J DEFGRID3
* xyz 1 1
N 5.25071 -1.40320 2.03937
C 3.80932 -1.08108 1.58577
N 2.83848 -2.22966 1.70016
Br 3.60607 -3.85626 1.04588
N 3.45906 0.19121 1.11502
C 2.04854 0.56709 0.71197
C 0.91484 0.38017 1.87856
O 0.95637 0.87110 3.11992
Br -0.71593 -0.72490 1.34505
P 4.66475 1.54195 0.93359
N 5.30753 2.04703 2.51926
O 5.94613 0.81609 -0.01989
H 5.64581 -0.58085 2.58878
H 5.22874 -2.16575 2.78239
H 1.99377 -2.14293 1.10275
H 1.76785 -0.07030 -0.25679
H 1.98561 1.70421 0.35776
H 4.68404 1.77536 3.31171
H 6.25800 1.61770 2.58689
H 6.58922 0.41047 0.64787
C -5.33047 -0.49115 0.12359
C -4.23215 0.44938 -0.34101
O -3.77229 0.09191 -1.65023
C -4.58038 0.45634 -2.67632
O -5.63976 1.05697 -2.57890
O -4.02344 0.01186 -3.83053
C -4.82803 0.24072 -4.98508
H -4.99857 -1.53248 0.05964
H -5.61501 -0.27191 1.15852
H -6.22156 -0.40296 -0.50444
H -3.37228 0.36048 0.33129
H -4.55527 1.49624 -0.31503
H -5.11617 1.29369 -5.06798
H -5.71363 -0.40115 -4.95228
H -4.23989 -0.02541 -5.86728
*
```

The calculation puts the HOMO-LUMO gap at 7.31 eV. Its electronic energy is -6360.58132 Ha. For the relative energy (zero: lowest compared OMol25 entry of this formula, charge and spin), the calculation gives 428.57 kJ/mol. The strongest force on any atom comes out at 9.43 eV/A.

No. 6
Formula: C7H16BrNO3S
Source: the OMol25 dataset
Level of theory: wB97M-V/def2-TZVPD

ORCA input file:
```
! wB97M-V def2-TZVPD RIJCOSX def2/J DEFGRID3
* xyz 0 1
C -1.33506 2.22271 -2.35021
C -0.53348 2.04575 0.86463
C 3.10476 -1.68800 -0.72652
C -2.07141 1.62264 -1.09986
C -1.76648 -0.21464 0.69537
C -0.80371 -1.32496 0.90848
C -1.17737 0.94348 -0.11173
N 2.19914 -2.56475 -0.04632
O 2.78285 -0.97420 2.23581
O 1.18854 -2.92138 2.54183
O 0.46207 -0.76197 1.32887
S 1.66261 -1.77741 1.79156
Br 3.27118 -3.85310 0.69565
H -0.67468 2.98690 -1.83002
H -1.92204 2.76431 -3.22248
H -0.70478 1.40155 -2.84863
H -1.40495 2.59086 1.40793
H 0.17742 1.61683 1.51737
H 0.05552 2.84554 0.24226
H 3.59350 -2.41344 -1.41372
H 2.53518 -0.82489 -1.23809
H 3.94508 -1.26799 -0.24177
H -2.68853 2.40442 -0.63521
H -2.74355 0.90017 -1.50252
H -2.79067 -0.58113 0.23891
H -1.97435 0.26405 1.71701
H -1.28627 -2.06296 1.68459
H -0.69377 -1.90166 0.05471
H -0.40674 0.52325 -0.65789
*
```

The calculation puts the HOMO-LUMO gap at 9.86 eV. Its electronic energy is -3528.84110 Ha. For the relative energy (zero: lowest compared OMol25 entry of this formula, charge and spin), the calculation gives 0.00 kJ/mol. The strongest force on any atom comes out at 4.17 eV/A.

> Among the records above, which one has the lowest electronic energy?

C7H16Br2N4O5P